4 unconnected molecules or ions with the total composition C69H73N2O10S2 in a non-equilibrium geometry. Source: the OMol25 dataset; level of theory: ωB97M-V with the def2-TZVPD basis set.

```
156
Properties=species:S:1:pos:R:3:forces:R:3:mulliken_charge:R:1
C -1.96631 -7.74297 -6.25397 -0.12 0.50 0.92 -0.7571
C -0.89744 -8.48334 -5.32409 3.15 -1.16 -1.70 0.6433
O 0.17095 -8.87759 -5.83700 -3.52 1.36 1.63 -0.5715
O -1.06217 -8.68870 -3.92799 -1.06 0.22 -1.72 -0.1762
C -1.77393 -9.92283 -3.64383 -0.61 -1.21 0.51 -0.6236
C -2.73353 -9.77993 -2.35077 0.60 -0.26 -0.84 -0.5089
C -3.89939 -8.72010 -2.65639 -0.11 -0.49 0.21 -0.2754
C -4.23443 -7.76268 -1.38972 -0.27 -1.26 -0.75 -0.8693
C -2.94735 -6.94078 -0.90129 -1.02 -0.24 -0.14 0.1009
C -3.30261 -5.43950 -0.39553 1.13 -1.13 -0.05 -1.0293
C -1.90994 -4.59181 -0.41941 -1.60 0.29 0.53 0.1282
C -2.23998 -3.15054 -1.00745 -0.18 -0.40 -0.04 -1.6121
C -1.02823 -2.30132 -1.60503 -1.11 1.73 0.68 2.5810
C -0.96798 -0.92517 -0.72632 -0.19 -0.77 -0.31 -1.5414
C -0.48639 -1.18319 0.79065 -0.79 1.18 0.20 -0.4934
C -1.59617 -0.71455 1.88083 0.69 -0.34 -0.96 -0.5158
S -0.88851 -1.10647 3.56324 -0.26 1.44 1.05 -0.2345
C -0.32515 0.47882 4.35963 -0.11 0.56 -1.40 -0.0468
S -0.05319 1.82759 3.40672 -0.28 -1.41 1.38 -0.1613
N -0.14552 0.41509 5.81732 0.22 0.62 -1.39 0.0451
C 1.26580 0.65597 6.23347 1.09 -0.34 0.93 -0.4338
C 1.32101 0.33643 7.82427 0.16 -0.50 -0.94 -0.6123
O 0.37517 1.12059 8.59282 -0.60 -1.09 -0.68 -0.4192
C -0.98343 0.92787 8.09066 0.28 -0.69 -1.69 -0.6638
C -0.96869 1.41457 6.54404 -0.73 0.82 1.65 -0.1045
C -1.48076 -1.80689 -3.08576 2.60 -1.36 0.46 -2.3208
C -1.00125 -2.92270 -4.16799 -2.76 1.04 -2.14 1.8136
C -1.29507 -2.21879 -5.61256 -0.38 -1.15 0.04 -1.6220
C -1.91661 -4.23847 -4.16465 -0.45 0.31 0.14 -1.4627
N 0.46327 -3.16669 -4.13955 -0.75 2.00 1.35 0.6413
O 1.08927 -2.10420 -4.58670 -0.24 -1.35 0.22 -0.5086
C 0.98373 -3.66595 -2.83854 3.10 -1.19 0.75 1.1998
C 2.58080 -3.32812 -2.86782 -0.31 -0.59 0.58 -1.1980
C 0.96473 -5.28830 -2.70516 -0.07 0.73 1.12 -1.0391
C 0.43072 -2.93093 -1.52721 0.36 0.47 -0.49 -1.8675
H -2.62417 -7.06477 -5.61386 0.70 -1.05 -0.85 0.1662
H -2.61946 -8.47914 -6.83550 1.02 0.90 0.96 0.2878
H -1.41727 -7.06533 -6.99754 -0.59 -1.27 1.13 0.3343
H -0.99774 -10.76138 -3.51103 -1.10 1.26 -0.07 0.2611
H -2.42026 -10.22535 -4.54483 0.78 0.51 1.23 0.3591
H -2.12607 -9.52303 -1.41745 -0.70 -0.13 -1.41 0.2384
H -3.13491 -10.84494 -2.16721 0.39 1.67 -0.28 0.3838
H -4.82080 -9.34284 -2.96126 1.19 1.13 0.56 0.4293
H -3.62422 -8.10833 -3.58835 -0.24 -0.67 1.48 -0.0730
H -5.11448 -7.12055 -1.71877 1.22 -0.46 0.56 0.3341
H -4.64590 -8.48027 -0.58598 0.69 1.28 -0.96 0.2741
H -2.46689 -7.56707 -0.06294 -0.41 1.21 -1.29 0.3726
H -2.23802 -6.89900 -1.81017 -0.89 0.04 1.47 -0.1040
H -3.74895 -5.49402 0.64855 0.52 0.13 -1.29 0.3943
H -4.08778 -4.99900 -1.09137 1.09 -0.45 0.81 0.3676
H -1.52728 -4.43647 0.65685 -0.34 -0.54 -1.67 0.4978
H -1.18593 -5.22181 -1.02379 -0.65 1.18 0.76 -0.1035
H -2.75701 -2.54540 -0.17296 0.78 -0.94 -1.21 0.1856
H -3.04030 -3.25984 -1.82616 1.21 0.05 1.20 0.4584
H -0.28453 -0.19140 -1.27789 -0.81 -0.96 0.96 0.4670
H -2.02562 -0.48790 -0.76060 1.39 -0.45 0.19 0.4781
H -0.28110 -2.27871 1.01809 0.00 1.43 -0.50 0.3841
H 0.42614 -0.52018 0.98442 -1.09 -1.26 -0.13 0.3961
H -2.53861 -1.36776 1.77827 1.37 1.08 0.31 0.3487
H -1.84074 0.38897 1.76677 0.30 -1.39 0.32 0.3394
H 1.64008 1.71929 6.01485 -0.76 -1.29 0.28 0.3126
H 1.97732 -0.06392 5.69474 -1.12 0.88 0.79 0.3965
H 1.10320 -0.79175 7.92237 0.18 1.61 0.03 0.3555
H 2.35623 0.54377 8.24887 -1.42 -0.19 -0.60 0.2934
H -1.76371 1.48126 8.71501 1.45 -0.68 -0.71 0.3362
H -1.18036 -0.20780 8.05049 -0.03 1.66 0.32 0.3516
H -0.49122 2.46262 6.57023 -0.55 -1.43 -0.39 0.1970
H -2.02202 1.54442 6.13388 1.36 -0.55 0.38 0.2096
H -2.59673 -1.60601 -3.16258 1.53 -0.22 0.12 0.3036
H -0.83024 -0.88899 -3.30899 -1.24 -1.11 0.06 0.4615
H -2.39293 -2.42268 -5.89454 1.56 0.54 0.55 0.4059
H -0.67740 -2.78458 -6.39542 -0.72 1.14 1.01 0.3893
H -1.08721 -1.10126 -5.59533 -0.13 -1.64 -0.17 0.2944
H -2.99604 -3.89939 -4.38583 1.64 -0.44 0.40 0.4947
H -1.96003 -4.78854 -3.17196 0.25 0.61 -1.26 -0.0232
H -1.63868 -4.95367 -5.00604 -0.09 0.91 1.14 0.2080
H 3.05330 -3.67828 -3.83890 -0.66 0.54 1.27 0.0410
H 3.04926 -3.92594 -2.01452 -0.56 0.77 -1.07 0.3910
H 2.79849 -2.23104 -2.67771 -0.34 -1.39 -0.49 0.3524
H 1.28802 -5.48349 -1.61466 -0.49 0.20 -1.65 0.2947
H 1.76027 -5.78625 -3.35009 -1.37 0.70 0.51 0.3620
H -0.07353 -5.73360 -2.80416 1.42 0.38 -0.24 -0.1071
H 0.61363 -3.64171 -0.64644 -0.65 1.01 -1.25 0.3306
H 1.15288 -2.05109 -1.33407 -1.16 -1.27 -0.39 0.4380
C -4.62607 8.90213 0.74344 -0.04 -0.17 0.08 -0.4582
C -3.25799 8.65090 0.82106 -0.04 -0.20 0.07 -0.5054
C -2.80046 7.42796 1.29762 0.02 0.23 -0.10 -0.5354
C -3.71091 6.45527 1.71000 -0.07 0.35 -0.11 0.1500
C -5.08044 6.71610 1.65504 0.17 0.28 -0.13 0.1365
C -5.53661 7.93812 1.15978 0.10 0.20 -0.07 -0.5409
C -6.05664 5.71106 2.13581 -0.90 0.21 -0.06 0.6033
O -7.25308 5.93652 2.08476 0.28 -0.07 0.02 -0.6784
C -5.55505 4.43157 2.68747 0.04 -0.35 0.18 0.4834
C -6.45877 3.49838 3.19722 0.00 -0.24 0.11 -0.6599
C -5.99775 2.28885 3.70506 0.02 0.20 -0.10 -0.5985
C -4.63416 2.00284 3.69734 0.04 0.18 -0.09 -0.3859
C -3.73060 2.93214 3.19554 -0.11 -0.21 0.10 -0.0340
C -4.18856 4.15244 2.69843 -0.19 -0.29 0.14 -0.1347
C -3.21415 5.14907 2.19929 0.99 -0.17 0.00 0.4753
O -2.02116 4.90072 2.19627 -0.33 0.04 -0.01 -0.7083
H -4.98246 9.85362 0.36275 0.02 -0.10 0.04 0.3951
H -2.54780 9.40888 0.50758 -0.06 -0.08 0.03 0.3976
H -1.73388 7.23590 1.35100 -0.17 -0.14 0.05 0.4805
H -6.60074 8.14148 1.10210 0.10 -0.17 0.09 0.4609
H -7.52228 3.71361 3.20327 0.17 0.12 -0.09 0.4710
H -6.70180 1.56683 4.10568 0.06 0.08 -0.05 0.3953
H -4.27517 1.05540 4.08732 -0.01 0.08 -0.04 0.4768
H -2.66955 2.70587 3.19670 -0.07 0.18 -0.05 0.2275
C 7.10738 3.92966 -7.44325 -0.03 -0.19 0.02 -0.4564
C 5.79527 4.23610 -7.08961 -0.04 -0.20 0.04 -0.4820
C 4.91625 3.22156 -6.72891 0.09 0.24 -0.05 -0.4682
C 5.34386 1.89396 -6.73226 0.19 0.31 -0.11 0.0810
C 6.65082 1.58507 -7.10984 -0.03 0.37 -0.01 0.1133
C 7.53558 2.60747 -7.45450 -0.01 0.24 -0.03 -0.5526
C 7.10380 0.17572 -7.16540 0.85 -0.25 -0.24 0.5892
O 8.24670 -0.09421 -7.49172 -0.26 0.09 0.07 -0.6762
C 6.14382 -0.89929 -6.82677 -0.16 -0.30 0.03 0.3894
C 6.53832 -2.23341 -6.92983 -0.08 -0.23 0.04 -0.5860
C 5.64784 -3.24962 -6.60145 0.04 0.20 -0.01 -0.7556
C 4.36387 -2.93747 -6.16010 0.10 0.21 -0.07 -0.3420
C 3.96437 -1.60986 -6.06077 -0.07 -0.12 -0.01 -0.8048
C 4.85092 -0.58785 -6.40360 0.06 -0.41 0.01 0.1169
C 4.40480 0.82186 -6.32904 -0.92 0.15 0.31 0.5378
O 3.28061 1.09699 -5.94729 0.31 -0.03 -0.11 -0.6680
H 7.79551 4.72307 -7.71587 -0.06 -0.09 0.02 0.3923
H 5.45836 5.26747 -7.09325 0.03 -0.10 0.01 0.3897
H 3.89689 3.46662 -6.44938 0.10 -0.20 0.01 0.4573
H 8.55708 2.37433 -7.73603 -0.17 -0.14 0.04 0.4578
H 7.53792 -2.48358 -7.26987 -0.09 0.20 0.05 0.4650
H 5.95520 -4.28677 -6.68756 -0.01 0.10 0.01 0.3878
H 3.67217 -3.73083 -5.89759 0.03 0.09 -0.08 0.6324
H 2.96116 -1.37418 -5.72119 0.16 0.07 -0.04 0.8204
C 2.67187 10.47114 5.36185 -0.04 -0.18 0.08 -0.4696
C 4.03980 10.22045 5.44300 -0.04 -0.19 0.07 -0.4657
C 4.49645 8.99794 5.92154 0.01 0.24 -0.10 -0.5336
C 3.58522 8.02515 6.33237 -0.06 0.35 -0.11 0.2244
C 2.21598 8.28554 6.27381 0.17 0.30 -0.14 0.1387
C 1.76066 9.50705 5.77661 0.11 0.20 -0.07 -0.5748
C 1.23888 7.28044 6.75286 -0.91 0.15 -0.05 0.5621
O 0.04259 7.50591 6.69858 0.29 -0.04 0.02 -0.6901
C 1.73938 6.00164 7.30653 0.01 -0.32 0.14 0.2579
C 0.83459 5.06859 7.81455 0.13 -0.21 0.08 -0.6628
C 1.29379 3.85849 8.32461 -0.19 0.44 0.04 -0.4328
C 2.65740 3.57313 8.32049 0.04 0.25 -0.12 -0.7440
C 3.56267 4.50204 7.82059 -0.09 -0.23 0.11 -0.7037
C 3.10600 5.72267 7.32119 -0.15 -0.26 0.12 0.2984
C 4.08117 6.71914 6.82394 0.91 -0.23 0.02 0.5793
O 5.27487 6.47165 6.82397 -0.29 0.08 0.00 -0.6781
H 2.31610 11.42229 4.97962 0.02 -0.10 0.04 0.3913
H 4.75054 10.97844 5.13074 -0.06 -0.08 0.02 0.3922
H 5.56293 8.80624 5.97766 -0.17 -0.14 0.04 0.4622
H 0.69657 9.70995 5.71619 0.10 -0.18 0.09 0.4769
H -0.22908 5.28398 7.81754 0.16 0.13 -0.09 0.5076
H 0.58869 3.13626 8.72366 0.30 0.27 -0.08 0.7588
H 3.01499 2.62674 8.71178 -0.03 0.12 0.00 0.4242
H 4.62392 4.27574 7.82462 -0.10 0.20 -0.06 0.4779
```
Positions in Å, forces in eV/Å.

Calculated values
LUMO level (spin up / spin down): -0.975 / -0.975 eV
Frontier orbital gap (spin up / spin down): 7.763 / 7.838 eV
Multiplicity: 2
Expectation value of S²: 0.7544
E_HOMO (spin up / spin down): -0.321 / -0.324 hartree